Below is a molecular structure, C25H27ClCrN2O6S6 at a distorted geometry, with properties calculated with ωB97M-V/def2-TZVPD.

highest occupied orbital energy (alpha / beta)	-3.55 / -3.57	eV
net charge	-1
⟨S²⟩	3.800
2S+1	4
orbital gap (alpha / beta)	5.40 / 5.25	eV
energy relative to the best compared isomer or geometry (same formula, charge and spin)	0.0	kcal per mole
E	-147590.0338	eV

Each line ends with the natural charge from an NBO analysis.
Element x y z (Å)
Cr -0.469 0.820 0.817  1.232
C 3.679 1.360 0.150  -0.701
C 2.247 1.775 0.331  0.605
O 1.413 0.857 0.279  -0.617
C 1.906 3.158 0.544  -0.263
C 2.917 4.144 0.551  -0.134
C 2.633 5.471 0.718  -0.293
C 1.292 5.866 0.877  -0.150
C 0.282 4.942 0.871  -0.281
C 0.547 3.557 0.720  0.421
O -0.456 2.742 0.750  -0.719
H 3.705 0.277 0.070  0.255
H 4.270 1.672 1.012  0.232
H 4.108 1.805 -0.750  0.233
H 3.948 3.843 0.417  0.207
H 3.427 6.206 0.726  0.209
H 1.054 6.915 1.011  0.209
H -0.754 5.232 0.992  0.229
S -8.288 0.280 -0.126  -0.195
C -6.725 -0.038 0.315  -0.575
S -6.061 -1.613 0.498  0.452
C -4.410 -1.197 0.997  -0.364
C -4.181 0.146 1.038  -0.467
S -2.777 1.110 1.466  -0.249
S -5.564 1.177 0.664  0.447
S -3.383 -2.504 1.397  -0.467
N 0.576 -0.909 4.862  -0.779
C -0.224 -0.388 3.904  0.383
N -1.372 -0.980 3.652  -0.764
S 0.235 1.096 3.191  -0.158
H 0.472 -1.884 5.088  0.388
H 1.518 -0.558 4.854  0.411
H -1.549 -1.936 3.920  0.405
H -1.968 -0.621 2.903  0.466
C -3.168 1.429 -2.141  -0.431
C -2.920 -0.011 -2.607  -0.432
C -1.668 -0.438 -1.837  -0.075
O -1.089 0.770 -1.274  -0.562
C -1.767 1.915 -1.831  -0.067
H -3.768 1.440 -1.235  0.239
H -3.656 2.042 -2.898  0.212
H -2.734 -0.032 -3.683  0.194
H -3.757 -0.671 -2.385  0.236
H -0.924 -0.893 -2.489  0.177
H -1.893 -1.117 -1.017  0.238
H -1.244 2.219 -2.745  0.164
H -1.729 2.718 -1.103  0.227
C 0.445 -3.850 -2.436  -0.633
C 1.752 -3.244 -2.002  -0.063
C 2.556 -2.570 -2.918  -0.177
C 3.813 -2.117 -2.558  -0.064
Cl 4.792 -1.279 -3.734  -0.029
C 4.310 -2.333 -1.285  -0.246
C 3.502 -2.971 -0.359  -0.214
C 2.232 -3.408 -0.702  0.293
O 1.518 -4.075 0.252  -0.515
C 0.333 -3.433 0.740  -0.157
C 0.579 -1.973 1.152  0.767
O 1.509 -1.739 1.918  -0.684
O -0.310 -1.153 0.703  -0.746
H 0.331 -3.774 -3.517  0.211
H -0.406 -3.357 -1.972  0.233
H 0.408 -4.903 -2.150  0.228
H 2.197 -2.409 -3.927  0.211
H 5.302 -1.994 -1.021  0.222
H 3.838 -3.130 0.658  0.237
H 0.073 -3.987 1.640  0.205
H -0.504 -3.497 0.049  0.196

=====

Below is a molecular structure, C26H37AsCoN6O2Si2, with properties calculated with ωB97M-V/def2-TZVPD.

highest occupied orbital energy (alpha / beta)	-5.90 / -7.91	eV
net charge	0
⟨S²⟩	3.852
2S+1	4
orbital gap (alpha / beta)	6.02 / 7.01	eV
energy relative to the best compared isomer or geometry (same formula, charge and spin)	0.0	kcal per mole
E	-154820.6912	eV

Each line ends with the Löwdin spin population.
Element x y z (Å)
Co -0.100 -0.096 -1.013  0.982
C 1.874 0.120 -1.962  0.023
C 1.127 -0.847 -2.633  0.006
C 0.870 -1.928 -1.707  -0.033
C 1.525 -1.634 -0.503  0.060
C 2.060 -0.334 -0.609  -0.030
H 2.259 1.032 -2.390  0.001
H 0.850 -0.831 -3.675  0.000
H 0.398 -2.866 -1.954  -0.003
H 1.537 -2.250 0.383  0.006
H 2.651 0.152 0.150  -0.001
O 3.040 5.829 2.777  0.002
C 1.746 5.978 2.396  0.007
O 1.155 6.975 2.703  0.012
C 1.140 4.860 1.614  0.039
C -0.246 4.792 1.545  -0.006
C -0.876 3.787 0.834  0.036
C -0.133 2.820 0.141  0.010
C 1.260 2.893 0.220  0.032
C 1.882 3.894 0.940  -0.001
N -0.723 1.794 -0.596  0.226
C -1.974 1.959 -1.042  0.182
C -2.586 0.905 -1.748  0.075
C -3.895 0.958 -2.287  0.060
C -4.420 -0.141 -2.902  0.027
C -3.645 -1.314 -3.002  0.106
C -2.371 -1.298 -2.485  0.001
N -1.829 -0.229 -1.885  0.122
H 3.353 4.949 2.532  0.000
H -0.825 5.537 2.076  -0.001
H -1.957 3.732 0.863  0.004
H 1.846 2.158 -0.307  0.001
H 2.968 3.913 0.939  -0.001
H -2.491 2.911 -0.961  0.012
H -4.459 1.879 -2.194  0.001
H -5.423 -0.113 -3.310  -0.001
H -4.021 -2.206 -3.482  0.007
H -1.736 -2.170 -2.555  -0.002
N -4.257 0.474 1.193  0.009
C -4.250 -0.748 1.744  0.004
N -5.389 -1.193 2.318  0.002
N -3.218 -1.557 1.753  0.004
C -2.078 -1.131 1.247  0.020
N -1.034 -0.811 0.857  0.057
H -5.103 1.009 1.126  0.000
H -3.469 0.765 0.627  0.007
H -6.147 -0.564 2.511  0.000
H -5.317 -2.033 2.864  0.000
C 3.612 0.145 5.341  0.028
Si 2.899 -0.727 3.854  0.089
C 2.500 -2.486 4.320  0.006
C 4.204 -0.739 2.523  0.002
As 1.070 0.498 3.025  0.679
Si -0.561 -0.172 4.573  0.086
C -1.073 -1.963 4.423  0.013
C -2.031 0.936 4.233  0.001
C -0.019 0.121 6.335  0.016
H 4.514 -0.380 5.673  0.004
H 2.907 0.177 6.174  0.000
H 3.886 1.175 5.098  0.002
H 3.421 -3.027 4.560  0.001
H 1.993 -3.014 3.507  0.001
H 1.848 -2.520 5.196  0.000
H 5.161 -1.069 2.939  0.000
H 4.344 0.264 2.110  0.000
H 3.941 -1.406 1.697  0.000
H -1.003 -2.337 3.399  0.001
H -2.111 -2.076 4.751  0.001
H -0.443 -2.594 5.053  0.000
H -2.127 1.136 3.164  0.000
H -1.902 1.902 4.731  0.001
H -2.963 0.484 4.591  0.000
H 0.734 -0.611 6.640  0.000
H -0.879 0.022 7.006  0.002
H 0.408 1.118 6.471  0.002

=====

Below is a molecular structure, C41H65N6O8PS2V at a distorted geometry, with properties calculated with ωB97M-V/def2-TZVPD.

highest occupied orbital energy (alpha / beta)	0.93 / -0.72	eV
net charge	-2
⟨S²⟩	3.849
2S+1	4
orbital gap (alpha / beta)	3.08 / 4.73	eV
energy relative to the best compared isomer or geometry (same formula, charge and spin)	43.0	kcal per mole
E	-125544.7994	eV

Each line ends with the Löwdin spin population.
Element x y z (Å)
V 1.031 0.307 0.991  2.095
O -1.119 0.762 4.340  0.011
C -0.663 0.722 3.201  0.010
O 0.577 0.753 2.873  0.025
C -1.570 0.433 1.958  0.008
O -2.778 0.224 2.064  0.006
O -0.865 0.300 0.904  0.022
N 1.447 9.543 -0.438  0.000
C 1.105 8.179 -0.256  0.000
C 1.787 7.187 -0.954  0.000
C 1.405 5.859 -0.824  0.000
C 0.348 5.528 0.006  0.000
C -0.330 6.504 0.709  0.000
C 0.045 7.834 0.578  0.000
S -0.225 3.831 0.033  0.000
O -0.568 3.573 -1.357  0.000
O -1.319 3.749 0.971  0.001
N 1.055 2.942 0.370  -0.001
C 1.710 3.172 1.533  0.040
N 1.455 4.159 2.356  0.109
C 2.108 4.180 3.567  0.278
C 2.992 3.180 3.949  0.039
C 3.310 2.204 3.035  0.254
N 2.743 2.253 1.764  0.160
H 2.410 9.662 -0.712  0.000
H 1.232 10.102 0.373  0.000
H 2.613 7.461 -1.603  0.000
H 1.916 5.069 -1.360  0.000
H -1.140 6.194 1.356  0.000
H -0.485 8.612 1.117  0.000
H 1.831 4.991 4.232  0.024
H 3.415 3.152 4.945  -0.007
H 3.948 1.357 3.229  0.023
O 0.844 0.212 -1.550  0.015
P -0.039 -0.605 -2.423  0.002
C -0.019 0.022 -4.173  0.000
C 1.374 -0.167 -4.803  0.000
C 2.276 1.000 -4.402  0.000
C 1.809 2.282 -5.105  0.000
C 0.280 2.294 -5.281  0.000
C -0.418 1.516 -4.165  0.000
C 0.542 -2.370 -2.454  0.000
C 0.165 -3.222 -3.690  0.000
C 1.352 -4.042 -4.206  0.000
C 2.004 -4.818 -3.064  0.000
C 2.483 -3.880 -1.932  0.000
C 2.049 -2.427 -2.149  0.000
C -1.791 -0.700 -1.885  0.000
C -2.384 0.675 -1.568  0.000
C -3.840 0.495 -1.152  0.000
C -4.689 -0.031 -2.331  0.000
C -3.823 -0.686 -3.416  0.000
C -2.715 -1.539 -2.799  0.000
H -0.753 -0.559 -4.741  0.000
H 1.291 -0.214 -5.896  0.000
H 1.810 -1.111 -4.477  0.000
H 3.319 0.791 -4.649  0.000
H 2.204 1.122 -3.319  0.000
H 2.286 2.365 -6.088  0.000
H 2.119 3.149 -4.517  0.000
H 0.010 1.857 -6.249  0.000
H -0.089 3.322 -5.278  0.000
H -1.496 1.612 -4.295  0.000
H -0.163 1.967 -3.200  0.000
H 0.057 -2.782 -1.563  0.000
H -0.206 -2.600 -4.509  0.000
H -0.637 -3.914 -3.419  0.000
H 2.085 -3.382 -4.678  0.000
H 1.004 -4.735 -4.978  0.000
H 2.837 -5.409 -3.454  0.000
H 1.266 -5.525 -2.671  0.000
H 3.570 -3.914 -1.838  0.000
H 2.070 -4.205 -0.976  0.000
H 2.643 -1.969 -2.942  0.000
H 2.241 -1.861 -1.237  0.001
H -1.672 -1.198 -0.916  0.000
H -2.331 1.362 -2.411  0.000
H -1.818 1.132 -0.766  0.000
H -4.230 1.449 -0.795  0.000
H -3.870 -0.194 -0.305  0.000
H -5.255 0.787 -2.786  0.000
H -5.421 -0.760 -1.968  0.000
H -3.371 0.087 -4.044  0.000
H -4.446 -1.306 -4.068  0.000
H -2.147 -2.025 -3.598  0.000
H -3.182 -2.337 -2.214  0.000
C 3.500 1.475 -0.462  -0.010
C 2.790 1.128 0.837  -0.097
O 2.910 -0.078 1.341  -0.018
H 4.582 1.592 -0.298  -0.006
H 3.093 2.405 -0.857  0.000
H 3.332 0.677 -1.187  0.000
C -3.307 -5.145 2.375  0.000
C -4.060 -4.297 3.405  0.000
C -3.865 -2.770 3.320  0.000
C -2.495 -2.217 3.726  0.000
N -1.470 -2.626 2.764  0.001
C -0.172 -2.233 2.739  0.005
S 0.666 -2.364 1.270  0.005
N 0.513 -1.862 3.824  0.002
C 0.064 -1.845 5.200  0.000
C -0.028 -3.254 5.811  0.000
C 1.323 -3.955 6.042  0.000
C 1.983 -4.514 4.777  0.000
H -3.559 -6.201 2.495  0.000
H -2.233 -5.031 2.479  0.000
H -3.579 -4.845 1.360  0.000
H -3.778 -4.626 4.411  0.000
H -5.130 -4.498 3.287  0.000
H -4.597 -2.302 3.981  0.000
H -4.083 -2.426 2.303  0.000
H -2.245 -2.592 4.721  0.000
H -2.555 -1.124 3.758  0.000
H -1.815 -2.582 1.814  0.000
H 1.279 -1.239 3.580  0.001
H -0.889 -1.324 5.294  0.000
H 0.788 -1.256 5.762  0.000
H -0.642 -3.885 5.160  0.000
H -0.543 -3.161 6.772  0.000
H 1.167 -4.782 6.742  0.000
H 2.006 -3.249 6.524  0.000
H 1.320 -5.230 4.286  0.000
H 2.916 -5.024 5.027  0.000
H 2.207 -3.731 4.060  0.000

=====

Below is a single C3H7NO2 molecule, with properties calculated with ωB97M-V/def2-TZVPD.

highest occupied orbital energy	-9.78	eV
net charge	0
2S+1	1
orbital gap	10.67	eV
energy relative to the best compared isomer or geometry (same formula, charge and spin)	24.9	kcal per mole
E	-8809.4495	eV

Each line ends with the natural charge from an NBO analysis.
Element x y z (Å)
C -1.514 0.742 -1.289  -0.248
O -0.697 -0.099 -0.512  -0.535
C 0.628 0.368 -0.490  -0.157
C 1.413 -0.375 0.584  0.652
N 1.385 -1.730 0.488  -0.823
O 2.053 0.214 1.433  -0.602
H -1.177 0.773 -2.336  0.165
H -1.509 1.768 -0.889  0.170
H -2.530 0.346 -1.247  0.197
H 0.673 1.443 -0.268  0.195
H 1.117 0.204 -1.471  0.177
H 1.912 -2.262 1.164  0.407
H 0.785 -2.189 -0.181  0.402

=====

Question: What is the E in the third record?
Answer: -125544.7994 eV